115
Properties=species:S:1:pos:R:3 method="wB97M-V/def2-TZVPD" charge=-1 homo_lumo_gap_ev="5.9587 / 5.9156" spin_multiplicity=4 largest_force_ev_per_a=2.8 lumo_ha="0.0169 / 0.0153" s2=3.839 homo_ev="-5.50 / -5.50"
Cr 12.797 10.671 17.406
C 12.181 15.198 16.828
Si 13.346 13.884 16.046
C 14.924 14.836 15.682
C 12.616 13.411 14.364
N 13.661 12.553 17.114
P 15.017 12.045 17.892
C 14.526 10.570 18.577
P 13.530 10.505 19.897
N 12.047 10.808 19.325
Si 10.440 10.855 20.003
C 9.649 12.607 20.054
C 10.493 10.262 21.828
C 9.293 9.797 18.936
C 14.028 11.628 21.269
C 15.176 11.342 22.037
C 15.510 12.205 23.070
C 14.787 13.366 23.301
C 13.699 13.648 22.512
C 13.279 12.779 21.543
C 13.724 8.907 20.705
C 14.164 7.897 19.886
C 14.420 6.612 20.399
C 14.022 6.311 21.701
C 13.537 7.331 22.470
C 13.434 8.646 22.034
C 15.754 13.399 18.944
C 15.081 14.558 19.209
C 15.638 15.585 19.970
C 16.906 15.405 20.478
C 17.584 14.187 20.338
C 17.008 13.230 19.522
C 16.248 11.712 16.638
C 17.260 12.467 16.208
C 17.978 12.257 14.974
C 17.840 11.141 14.269
C 16.958 10.029 14.771
C 16.013 10.396 15.933
H 11.152 14.987 16.532
H 12.451 16.189 16.437
H 12.143 15.307 17.922
H 14.771 15.779 15.035
H 15.635 14.206 15.136
H 15.465 15.138 16.572
H 12.024 14.306 14.124
H 11.927 12.585 14.441
H 13.359 13.218 13.583
H 9.238 12.843 21.050
H 8.856 12.679 19.332
H 10.331 13.399 19.802
H 11.273 10.835 22.355
H 10.768 9.209 21.835
H 9.558 10.434 22.355
H 8.348 9.652 19.447
H 9.682 8.780 18.741
H 9.009 10.249 18.003
H 15.743 10.433 21.802
H 16.342 11.971 23.683
H 15.016 13.992 24.144
H 13.196 14.557 22.768
H 12.307 12.932 21.088
H 14.405 8.116 18.841
H 14.878 5.866 19.777
H 14.164 5.315 22.019
H 13.217 7.089 23.476
H 12.991 9.428 22.646
H 14.081 14.728 18.847
H 15.046 16.418 20.258
H 17.277 16.063 21.217
H 18.543 14.011 20.836
H 17.456 12.219 19.442
H 17.454 13.408 16.723
H 18.462 13.113 14.534
H 18.267 11.001 13.278
H 17.573 9.149 15.066
H 15.859 9.626 16.690
Cl 15.070 5.229 13.764
C 14.149 6.233 14.825
C 13.159 5.700 15.644
C 12.350 6.544 16.491
I 10.954 5.725 17.757
C 12.542 7.925 16.529
O 12.065 8.777 17.330
C 13.533 8.513 15.536
N 13.645 9.818 15.569
C 14.799 10.437 14.924
C 15.660 9.671 13.924
C 15.373 8.221 13.963
C 14.395 7.645 14.695
H 13.025 4.634 15.645
H 14.634 11.475 14.633
H 15.685 10.020 12.916
H 16.008 7.589 13.364
O 4.717 15.711 12.385
S 5.412 15.448 13.605
O 6.627 16.188 13.874
O 4.546 15.323 14.804
C 5.963 13.721 13.465
N 5.198 12.878 12.783
C 5.607 11.602 12.778
C 6.809 11.195 13.370
C 7.536 12.183 14.052
N 7.073 13.400 14.166
C 8.770 11.872 14.851
C 9.216 12.740 15.878
C 10.311 12.373 16.612
N 11.038 11.247 16.367
C 10.638 10.454 15.365
C 9.530 10.722 14.599
H 4.936 10.905 12.242
H 7.169 10.139 13.245
H 8.706 13.676 16.067
H 10.712 12.957 17.445
H 11.205 9.545 15.157
H 9.291 10.023 13.847

119
Properties=species:S:1:pos:R:3 method="wB97M-V/def2-TZVPD" charge=-1 homo_lumo_gap_ev="6.5424 / 7.0872" spin_multiplicity=2 largest_force_ev_per_a=8.7 lumo_ha="0.0884 / 0.0732" s2=0.787 homo_ev="-4.14 / -5.09"
Sr 0.386 0.872 0.390
C -0.840 0.724 -3.307
C -1.512 1.795 -2.530
C -2.136 2.963 -2.996
C -2.566 3.613 -1.862
N -2.213 2.866 -0.801
N -1.565 1.764 -1.212
B -2.403 3.043 0.698
N -1.094 3.535 1.352
C -0.735 4.827 1.415
C 0.454 4.906 2.105
C 0.763 3.581 2.433
C 1.948 3.073 3.178
N -0.181 2.773 1.960
N -2.876 1.684 1.247
C -4.152 1.395 1.553
C -4.251 0.039 1.761
C -2.958 -0.449 1.534
C -2.487 -1.859 1.613
N -2.147 0.558 1.226
N -3.440 4.098 1.078
C -3.728 4.392 2.364
C -4.665 5.397 2.367
C -4.894 5.668 1.009
C -5.819 6.683 0.429
N -4.147 4.877 0.254
H -0.511 1.106 -4.271
H -1.514 -0.115 -3.480
H 0.023 0.348 -2.759
H -2.231 3.281 -4.016
H -3.099 4.532 -1.727
H -1.328 5.602 0.968
H 1.024 5.786 2.330
H 2.770 3.785 3.101
H 2.273 2.103 2.797
H 1.697 2.936 4.231
H -4.908 2.151 1.605
H -5.130 -0.516 2.022
H -3.265 -2.530 1.257
H -2.242 -2.113 2.645
H -1.580 -1.965 1.009
H -3.254 3.863 3.168
H -5.122 5.868 3.214
H -6.358 7.191 1.226
H -6.536 6.208 -0.238
H -5.265 7.423 -0.148
O -3.079 -1.198 -1.311
C -2.477 -1.989 -1.916
C -1.922 -2.910 -2.708
C -2.720 -3.487 -3.758
C -2.168 -4.391 -4.619
C -0.827 -4.769 -4.504
C -0.046 -4.237 -3.484
C -0.552 -3.334 -2.573
P 0.382 -2.698 -1.130
C 2.062 -2.779 -1.849
C 3.108 -3.471 -1.252
C 4.376 -3.415 -1.802
C 4.618 -2.664 -2.939
C 3.575 -1.981 -3.544
C 2.306 -2.042 -3.005
C 0.389 -4.223 -0.088
C 0.831 -4.014 1.215
C 0.872 -5.056 2.122
C 0.472 -6.324 1.729
C 0.022 -6.537 0.436
C -0.030 -5.491 -0.471
H -3.751 -3.184 -3.847
H -2.777 -4.817 -5.404
H -0.408 -5.484 -5.194
H 0.986 -4.545 -3.390
H 2.930 -4.039 -0.350
H 5.185 -3.961 -1.334
H 5.616 -2.605 -3.351
H 3.751 -1.391 -4.431
H 1.498 -1.499 -3.473
H 1.138 -3.016 1.496
H 1.193 -4.862 3.134
H 0.501 -7.148 2.428
H -0.296 -7.525 0.131
H -0.402 -5.672 -1.470
I 0.512 -0.669 3.001
C 8.616 0.023 4.745
C 7.358 -0.456 4.085
C 6.229 -0.762 4.831
C 5.059 -1.216 4.239
C 3.884 -1.535 5.113
C 5.020 -1.363 2.839
C 3.792 -1.855 2.205
O 3.502 -1.777 1.033
C 6.156 -1.046 2.071
C 6.165 -1.212 0.588
C 7.304 -0.604 2.707
H 8.466 0.148 5.815
H 8.930 0.974 4.316
H 9.421 -0.695 4.585
H 6.264 -0.645 5.906
H 4.104 -1.262 6.141
H 3.661 -2.600 5.087
H 2.980 -1.015 4.796
H 3.102 -2.343 2.912
H 5.851 -2.216 0.314
H 7.155 -1.013 0.180
H 5.453 -0.535 0.127
H 8.179 -0.373 2.114
C 1.200 2.681 -0.705
C 2.014 1.602 -1.363
O 1.536 0.385 -1.232
C 3.460 1.684 -0.784
F 4.374 1.045 -1.529
F 3.544 1.143 0.452
F 3.924 2.948 -0.619
C 2.187 2.022 -2.848
F 2.382 0.989 -3.678
F 1.129 2.697 -3.340
F 3.231 2.859 -3.061
H 1.460 2.742 0.331
H 0.176 2.425 -0.827
H 1.367 3.663 -1.140

117
Properties=species:S:1:pos:R:3 method="wB97M-V/def2-TZVPD" charge=+1 homo_lumo_gap_ev=7.2387 largest_force_ev_per_a=0.6 lumo_ha=-0.1058 homo_ev=-10.12
Y 0.052 0.843 -0.191
C -3.334 5.505 -1.010
C -3.192 4.038 -0.751
C -4.185 3.102 -0.570
C -3.526 1.886 -0.368
N -2.200 2.065 -0.418
N -2.010 3.402 -0.646
B -0.619 4.052 -0.825
N 0.082 3.434 -2.059
N 0.138 2.081 -2.258
C 0.823 1.897 -3.386
C 1.215 3.120 -3.921
C 0.708 4.077 -3.063
C 0.787 5.567 -3.197
C 1.039 0.589 -4.040
C -0.043 -0.199 -4.423
C 0.156 -1.315 -5.229
C 1.437 -1.676 -5.621
C 2.526 -0.910 -5.215
C 2.326 0.225 -4.443
N 0.229 3.858 0.461
N 0.207 2.694 1.185
C 1.013 2.887 2.239
C 1.562 4.162 2.189
C 1.040 4.752 1.055
C 1.272 6.144 0.558
C 1.216 1.952 3.369
C 0.131 1.509 4.120
C 0.331 0.793 5.293
C 1.623 0.524 5.730
C 2.713 0.949 4.977
C 2.510 1.660 3.801
C -4.190 0.596 -0.059
C -3.633 -0.640 -0.376
C -4.271 -1.822 -0.016
C -5.487 -1.788 0.652
C -6.065 -0.561 0.951
C -5.420 0.618 0.601
H -4.391 5.762 -1.030
H -2.894 5.789 -1.968
H -2.850 6.098 -0.232
H -5.251 3.281 -0.606
H -0.750 5.224 -1.014
H 1.757 3.286 -4.841
H 1.045 5.819 -4.224
H 1.554 5.989 -2.543
H -0.160 6.048 -2.952
H -1.045 0.116 -4.151
H -0.695 -1.893 -5.577
H 1.588 -2.542 -6.256
H 3.528 -1.184 -5.524
H 3.166 0.844 -4.143
H 2.232 4.606 2.912
H 1.617 6.765 1.382
H 0.368 6.585 0.141
H 2.042 6.158 -0.218
H -0.873 1.774 3.810
H -0.521 0.469 5.880
H 1.782 -0.007 6.661
H 3.723 0.734 5.311
H 3.354 2.003 3.212
H -2.703 -0.671 -0.925
H -3.829 -2.780 -0.262
H -5.984 -2.711 0.929
H -7.021 -0.519 1.465
H -5.866 1.571 0.865
N 4.749 -0.086 -0.583
C 3.480 0.124 -0.171
S 2.726 1.609 -0.633
N 2.991 -0.852 0.568
N 1.693 -0.690 0.941
C 1.319 -1.441 1.922
C 2.231 -2.394 2.618
C 2.879 -3.410 1.919
C 3.688 -4.319 2.583
C 3.880 -4.209 3.956
C 3.255 -3.187 4.656
C 2.428 -2.291 3.990
C -0.094 -1.317 2.377
C -0.625 -2.155 3.348
C -1.936 -1.979 3.765
C -2.688 -0.954 3.221
C -2.100 -0.178 2.243
N -0.850 -0.365 1.808
H 5.249 0.664 -1.023
H 5.254 -0.873 -0.209
H 2.769 -3.474 0.846
H 4.174 -5.111 2.026
H 4.521 -4.913 4.475
H 3.405 -3.087 5.724
H 1.943 -1.491 4.539
H -0.014 -2.943 3.763
H -2.362 -2.640 4.513
H -3.709 -0.761 3.531
H -2.643 0.641 1.792
C -1.522 -4.926 -1.712
N -0.536 -4.746 -0.645
C 0.799 -4.988 -1.200
N 1.120 -4.137 -2.345
C 0.087 -4.326 -3.367
N -1.272 -4.075 -2.874
C -1.488 -2.663 -2.562
P -0.314 -2.029 -1.240
C -0.631 -3.424 -0.024
C 1.260 -2.727 -1.966
H -2.518 -4.714 -1.319
H -1.491 -5.966 -2.034
H 0.844 -6.027 -1.526
H 1.541 -4.843 -0.416
H 0.135 -5.357 -3.712
H 0.292 -3.663 -4.204
H -2.510 -2.520 -2.227
H -1.353 -2.070 -3.455
H -1.624 -3.289 0.410
H 0.096 -3.365 0.782
H 2.053 -2.611 -1.226
H 1.542 -2.136 -2.836

110
Properties=species:S:1:pos:R:3 method="wB97M-V/def2-TZVPD" homo_lumo_gap_ev=6.3703 largest_force_ev_per_a=0.6 lumo_ha=-0.0019 homo_ev=-6.42
Bi -0.805 -0.004 -0.267
C -2.917 -3.025 1.214
O -2.030 -2.375 2.127
C -0.844 -3.050 2.331
C -0.621 -3.580 3.594
C 0.490 -4.366 3.847
C 1.373 -4.645 2.808
C 1.173 -4.086 1.561
C 0.098 -3.226 1.313
N -0.126 -2.559 0.087
N 0.598 -3.011 -0.879
C 0.297 -2.770 -2.168
C -1.069 -2.585 -2.630
O -2.034 -2.361 -1.878
C -1.298 -2.732 -4.063
C -0.302 -2.934 -4.938
C 1.062 -3.106 -4.509
C 2.086 -3.344 -5.434
C 3.384 -3.534 -5.019
C 3.678 -3.480 -3.654
C 2.684 -3.231 -2.733
C 1.353 -3.050 -3.134
H -2.506 -3.074 0.205
H -3.148 -4.035 1.567
H -3.834 -2.435 1.208
H -1.359 -3.380 4.362
H 0.644 -4.788 4.832
H 2.223 -5.294 2.978
H 1.859 -4.278 0.749
H -2.323 -2.603 -4.392
H -0.512 -2.975 -6.002
H 1.838 -3.383 -6.489
H 4.168 -3.726 -5.740
H 4.698 -3.623 -3.318
H 2.916 -3.170 -1.680
C 0.143 4.251 2.297
C 0.641 3.510 1.054
C 1.066 4.532 -0.008
C 1.775 2.547 1.377
C 2.624 2.818 2.445
C 3.681 1.981 2.748
C 3.907 0.861 1.970
C 3.096 0.558 0.879
C 3.427 -0.678 0.066
C 3.800 -1.869 0.956
C 4.586 -0.404 -0.902
C 2.009 1.406 0.589
N 1.142 1.139 -0.515
C 1.627 1.540 -1.764
C 2.783 2.332 -1.902
C 3.276 2.730 -3.133
C 2.640 2.360 -4.308
C 1.481 1.607 -4.214
C 1.002 1.239 -2.979
F -0.168 0.545 -2.960
H -0.748 4.835 2.054
H 0.887 4.962 2.659
H -0.089 3.554 3.107
H -0.185 2.927 0.637
H 1.996 5.024 0.288
H 0.294 5.297 -0.128
H 1.222 4.058 -0.975
H 2.457 3.687 3.065
H 4.328 2.201 3.589
H 4.740 0.214 2.211
H 2.542 -0.956 -0.511
H 4.775 -1.723 1.424
H 3.866 -2.772 0.347
H 3.062 -2.045 1.740
H 5.471 -0.093 -0.339
H 4.347 0.374 -1.624
H 4.835 -1.308 -1.454
H 3.316 2.623 -1.006
H 4.174 3.333 -3.165
H 3.030 2.651 -5.273
H 0.930 1.294 -5.091
S -2.278 2.303 -0.965
C -3.641 1.387 -1.572
C -4.513 1.919 -2.533
C -5.549 1.133 -2.993
C -5.690 -0.167 -2.516
C -4.782 -0.611 -1.575
N -3.797 0.150 -1.097
H -4.352 2.920 -2.907
H -6.236 1.523 -3.734
H -6.479 -0.815 -2.873
H -4.823 -1.620 -1.181
C -5.214 2.390 2.477
N -3.926 2.239 1.761
C -3.005 3.358 2.097
C -3.319 0.843 1.933
C -2.031 0.755 2.699
C -2.022 0.905 4.085
C -0.866 0.673 4.813
C 0.268 0.215 4.151
C 0.246 0.052 2.774
C -0.885 0.365 2.017
H -5.681 3.329 2.188
H -5.017 2.397 3.547
H -5.871 1.560 2.232
H -4.089 2.312 0.749
H -2.689 3.264 3.131
H -3.532 4.296 1.939
H -2.147 3.299 1.435
H -3.169 0.477 0.921
H -4.087 0.225 2.397
H -2.938 1.168 4.608
H -0.860 0.813 5.886
H 1.161 -0.034 4.709
H 1.130 -0.348 2.290